{
  "formula": "C48H44CrGe2N5O6",
  "method": "ωB97M-V with the def2-TZVPD basis set",
  "elements": ["Cr", "C", "O", "C", "C", "C", "C", "C", "C", "N", "N", "C", "C", "O", "C", "C", "C", "C", "C", "C", "C", "C", "H", "H", "H", "H", "H", "H", "H", "H", "H", "H", "H", "H", "H", "N", "C", "C", "C", "C", "C", "C", "C", "C", "N", "C", "H", "H", "H", "H", "H", "H", "H", "H", "C", "Ge", "C", "C", "Ge", "C", "C", "C", "C", "C", "C", "C", "C", "C", "C", "C", "C", "H", "H", "H", "H", "H", "H", "H", "H", "H", "H", "H", "H", "H", "H", "H", "H", "H", "H", "H", "O", "C", "O", "C", "C", "C", "C", "C", "C", "N", "O", "O", "H", "H", "H", "H"],
  "xyz": [[-0.036134, 0.689657, -0.200720], [-0.342908, 1.698848, -3.336870], [-0.900407, 1.075009, -2.175618], [-2.126427, 0.414159, -2.352027], [-2.859420, 0.456495, -3.519785], [-4.062594, -0.243111, -3.585966], [-4.502847, -0.958593, -2.483871], [-3.765500, -0.988661, -1.313503], [-2.553412, -0.300076, -1.224494], [-1.729318, -0.296460, -0.119802], [-2.338168, -0.759427, 0.985915], [-1.636712, -0.880613, 2.111846], [-0.246154, -0.685261, 2.263174], [0.538602, -0.369379, 1.238877], [0.372730, -0.862366, 3.521838], [-0.339731, -1.242436, 4.618081], [-1.745985, -1.469195, 4.522720], [-2.497818, -1.864156, 5.648496], [-3.847783, -2.077411, 5.553726], [-4.493948, -1.898145, 4.320767], [-3.782787, -1.511973, 3.212839], [-2.395044, -1.290660, 3.287128], [-0.376464, 1.014390, -4.179951], [0.689839, 1.939435, -3.110193], [-0.898205, 2.609311, -3.570281], [-2.527971, 1.031368, -4.371486], [-4.644606, -0.216156, -4.495774], [-5.432467, -1.508391, -2.536625], [-4.091889, -1.553645, -0.454464], [1.438737, -0.683131, 3.573728], [0.147997, -1.374617, 5.574939], [-1.986298, -1.995387, 6.593833], [-4.413965, -2.378256, 6.424884], [-5.560834, -2.061608, 4.244627], [-4.276201, -1.364088, 2.263391], [2.893325, 0.619332, 0.243901], [3.468991, 1.515618, -0.627881], [4.774817, 1.472150, -1.053290], [5.285935, 2.459673, -1.916943], [4.515830, 3.514070, -2.316723], [3.160189, 3.577793, -1.914151], [2.309754, 4.656976, -2.244134], [1.012342, 4.645093, -1.826755], [0.527267, 3.505358, -1.160671], [1.276130, 2.466780, -0.852905], [2.613978, 2.536400, -1.136476], [2.389834, 1.049065, 1.017288], [3.492653, -0.126563, 0.570252], [5.425989, 0.692574, -0.678933], [6.321318, 2.399713, -2.224663], [4.922018, 4.307027, -2.929112], [2.707306, 5.486982, -2.814330], [0.338713, 5.463235, -2.035014], [-0.523805, 3.431018, -0.907086], [2.830238, -0.198848, -3.984886], [1.499419, -1.589395, -3.593858], [0.098829, -1.424148, -4.980659], [2.257267, -3.374030, -3.906845], [0.766940, -1.619841, -1.217884], [-0.652538, -2.980513, -1.145801], [-1.064476, -3.540801, 0.066452], [-2.062221, -4.498906, 0.111467], [-2.674652, -4.925168, -1.060009], [-2.289477, -4.374355, -2.269481], [-1.294068, -3.406484, -2.305926], [2.324121, -2.349369, -0.253441], [3.588860, -2.280503, -0.837775], [4.716892, -2.770814, -0.193754], [4.599600, -3.342245, 1.063703], [3.352773, -3.408724, 1.667669], [2.231600, -2.913991, 1.018661], [3.052024, -0.224130, -5.052360], [3.758971, -0.344648, -3.437365], [2.454751, 0.793459, -3.735221], [0.406349, -0.670208, -5.706525], [-0.896456, -1.178021, -4.617496], [0.028619, -2.384281, -5.493351], [2.665445, -3.388353, -4.918625], [1.458457, -4.111465, -3.843282], [3.036626, -3.650769, -3.202399], [-0.629531, -3.212004, 1.000426], [-2.366170, -4.909454, 1.065532], [-3.453806, -5.674796, -1.025364], [-2.770296, -4.683397, -3.188115], [-1.032605, -2.983313, -3.265857], [3.714093, -1.816074, -1.808172], [5.684202, -2.704843, -0.674873], [5.473173, -3.728807, 1.570886], [3.250000, -3.839914, 2.655130], [1.284155, -2.951817, 1.535290], [1.112769, 2.310327, 2.050468], [-0.092574, 2.518648, 1.938882], [-0.847426, 2.048749, 1.006846], [-0.808251, 3.393629, 2.939581], [-0.089510, 3.913870, 4.010713], [-0.717401, 4.712813, 4.950058], [-2.066590, 4.973684, 4.784910], [-2.809948, 4.467048, 3.734563], [-2.166033, 3.665297, 2.806994], [-2.746039, 5.831654, 5.780637], [-2.084009, 6.246592, 6.710710], [-3.922050, 6.077459, 5.600922], [0.962851, 3.679671, 4.092210], [-0.188438, 5.128382, 5.793685], [-3.861885, 4.695574, 3.659907], [-2.711095, 3.229833, 1.981226]],
  "forces_ev_per_angstrom": [[-0.2, 0.7, 0.3], [0.0, 0.0, 0.0], [0.0, 0.0, 0.0], [0.0, 0.0, 0.0], [0.0, 0.0, 0.1], [0.0, 0.0, 0.0], [0.0, 0.0, -0.1], [0.1, 0.0, 0.0], [0.1, 0.1, -0.2], [-0.1, -0.2, 0.0], [0.1, 0.1, -0.1], [-0.1, -0.1, 0.3], [0.1, 0.0, 0.0], [0.0, -0.1, -0.1], [0.0, 0.0, 0.0], [0.0, 0.0, -0.1], [0.1, 0.0, 0.1], [0.0, 0.0, 0.0], [0.0, 0.0, 0.0], [0.0, 0.0, 0.0], [0.0, 0.0, 0.0], [0.0, 0.0, -0.1], [0.0, 0.0, 0.0], [-0.1, 0.0, 0.0], [0.0, 0.0, 0.0], [0.0, 0.0, 0.0], [0.0, 0.0, 0.0], [0.0, 0.0, 0.0], [0.0, 0.0, 0.0], [0.0, 0.0, 0.0], [0.0, 0.0, 0.0], [0.0, 0.0, 0.0], [0.0, 0.0, 0.0], [0.0, 0.0, 0.0], [0.0, 0.0, 0.0], [0.1, -0.1, 0.2], [0.0, 0.0, 0.0], [0.0, 0.0, 0.0], [0.0, 0.0, 0.0], [0.0, 0.0, 0.0], [0.0, 0.0, 0.0], [0.0, 0.0, 0.0], [0.0, -0.1, 0.0], [0.1, 0.0, 0.1], [0.1, 0.2, 0.1], [-0.1, 0.0, -0.1], [-0.3, 0.0, 0.0], [0.0, 0.0, -0.1], [0.0, 0.0, 0.0], [0.0, 0.0, 0.0], [0.0, 0.0, 0.0], [0.0, 0.0, 0.0], [0.0, 0.0, 0.0], [0.0, 0.0, 0.0], [0.0, 0.0, 0.1], [-0.1, 0.1, -0.1], [0.0, 0.0, 0.1], [0.0, 0.0, 0.0], [0.1, -0.9, -0.1], [0.0, 0.1, 0.2], [0.0, 0.1, 0.0], [0.0, 0.0, 0.0], [0.0, 0.0, 0.0], [0.0, 0.0, 0.0], [0.0, 0.0, -0.1], [0.0, 0.0, 0.0], [0.0, 0.0, 0.0], [0.0, 0.0, 0.0], [0.0, 0.0, 0.0], [0.0, 0.0, 0.0], [0.0, 0.0, 0.0], [0.0, 0.0, 0.0], [0.0, 0.0, 0.0], [0.0, 0.0, 0.0], [0.0, 0.0, 0.0], [0.0, 0.1, 0.1], [0.0, 0.0, 0.0], [0.0, 0.0, 0.0], [0.0, 0.0, 0.0], [0.0, 0.0, 0.0], [0.0, 0.0, 0.0], [0.0, 0.0, 0.0], [0.0, 0.0, 0.0], [0.0, 0.0, 0.0], [0.0, 0.0, -0.1], [0.0, 0.0, 0.0], [0.0, 0.0, 0.0], [0.0, 0.0, 0.0], [0.0, 0.0, 0.0], [0.0, 0.0, 0.0], [0.0, 0.1, 0.1], [0.0, 0.1, 0.1], [0.0, -0.1, -0.4], [0.1, 0.0, 0.0], [0.0, 0.0, 0.0], [0.0, 0.0, -0.1], [0.0, 0.1, 0.1], [0.1, 0.0, 0.0], [0.0, 0.0, 0.0], [0.1, 0.0, -0.1], [-0.1, 0.0, 0.0], [0.0, 0.0, 0.1], [0.0, 0.0, 0.0], [0.0, 0.0, 0.0], [0.0, 0.0, 0.0], [0.0, 0.0, 0.0]],
  "total_charge": 0,
  "multiplicity": 6,
  "homo_ev": [-5.91, -7.37],
  "de_lowest_ev": 0.194,
  "gap_ev": [5.43, 5.32]
}

---

{
  "formula": "C48H44N7ORuSeTe",
  "method": "ωB97M-V with the def2-TZVPD basis set",
  "elements": ["Ru", "C", "C", "C", "C", "C", "C", "N", "C", "C", "C", "C", "C", "C", "N", "N", "C", "C", "C", "C", "C", "N", "H", "H", "H", "H", "H", "H", "H", "H", "H", "H", "H", "H", "H", "Se", "N", "C", "C", "C", "C", "C", "C", "N", "H", "H", "H", "H", "C", "C", "C", "C", "C", "C", "Te", "N", "C", "O", "C", "C", "C", "C", "C", "C", "C", "C", "C", "C", "C", "C", "C", "C", "C", "C", "C", "C", "H", "H", "H", "H", "H", "H", "H", "H", "H", "H", "H", "H", "H", "H", "H", "H", "H", "H", "H", "H", "H", "H", "H", "H", "H", "H", "H"],
  "xyz": [[-1.472108, 0.699162, -1.230369], [-3.166737, -4.116235, -2.374920], [-2.747902, -3.695547, -1.119799], [-1.839346, -2.665347, -0.994099], [-1.349130, -2.012299, -2.141217], [-1.764293, -2.464657, -3.412230], [-2.655782, -3.512083, -3.515771], [-0.536679, -0.912267, -2.018843], [0.458037, -0.637737, -2.920942], [1.213951, -1.576260, -3.630387], [2.218170, -1.136110, -4.475627], [2.478890, 0.221581, -4.640491], [1.760912, 1.172778, -3.935998], [0.761370, 0.749421, -3.061825], [-0.032258, 1.539139, -2.287469], [0.139603, 2.833487, -2.213076], [-0.722286, 3.435302, -1.404518], [-0.673967, 4.834953, -1.209495], [-1.533903, 5.406469, -0.313277], [-2.440045, 4.594192, 0.384147], [-2.479003, 3.242332, 0.120441], [-1.664068, 2.663340, -0.759136], [-3.871002, -4.926532, -2.460945], [-3.120819, -4.193370, -0.238565], [-1.475900, -2.388752, -0.009043], [-1.382477, -1.967519, -4.293480], [-2.955616, -3.862711, -4.490208], [1.021362, -2.632930, -3.509139], [2.802102, -1.860617, -5.017285], [3.247118, 0.536621, -5.326620], [1.941377, 2.229054, -4.051178], [0.049204, 5.396887, -1.777393], [-1.530182, 6.470871, -0.147134], [-3.113129, 5.016242, 1.109947], [-3.189140, 2.589962, 0.615084], [-4.119457, -0.603191, -2.488066], [-2.999187, 0.778239, -2.788872], [-3.717570, 1.783796, -3.323884], [-3.238083, 3.043993, -3.716832], [-4.118116, 3.939568, -4.271221], [-5.478461, 3.623038, -4.465190], [-5.982596, 2.403714, -4.107248], [-5.111233, 1.461536, -3.526061], [-5.467349, 0.239213, -3.139621], [-2.190645, 3.281164, -3.595181], [-3.762339, 4.910004, -4.583782], [-6.127824, 4.357029, -4.917500], [-7.015490, 2.139923, -4.270718], [5.450802, -5.112947, 2.925113], [4.471716, -4.078738, 2.472093], [3.921308, -3.178273, 3.373822], [2.975282, -2.235559, 2.985774], [2.377865, -1.333462, 4.014847], [2.641225, -2.176099, 1.641290], [1.005139, -0.736384, 0.981918], [-0.923128, 0.231254, 0.691719], [-2.125729, -0.231046, 0.941659], [-2.990071, 0.026682, 0.021779], [-2.580415, -0.954885, 2.135160], [-1.761153, -1.755108, 2.928590], [-2.298273, -2.449902, 3.994031], [-3.652701, -2.353839, 4.279941], [-4.475022, -1.558392, 3.497086], [-3.945551, -0.864542, 2.427984], [1.963589, 1.020369, 1.662708], [1.420365, 1.787070, 2.704378], [0.088296, 1.491219, 3.315403], [2.151672, 2.858149, 3.193568], [3.391428, 3.204110, 2.665103], [4.158481, 4.361953, 3.197104], [3.900492, 2.434431, 1.617821], [3.205885, 1.353961, 1.100767], [3.802828, 0.559147, -0.018693], [3.131293, -3.078404, 0.711148], [2.754019, -3.043456, -0.735720], [4.071174, -4.010801, 1.144276], [5.317136, -5.352393, 3.977040], [6.466760, -4.738895, 2.799510], [5.358342, -6.021308, 2.335501], [4.205497, -3.215586, 4.415067], [2.493687, -1.758422, 5.007500], [1.314265, -1.178614, 3.824097], [2.882153, -0.367401, 4.003689], [-0.705370, -1.875377, 2.687518], [-1.666404, -3.075220, 4.602539], [-4.069341, -2.912223, 5.102530], [-5.528065, -1.483632, 3.719817], [-4.568447, -0.245207, 1.797522], [-0.153786, 0.427045, 3.265095], [-0.692684, 2.038441, 2.784452], [0.069641, 1.809408, 4.355575], [1.741260, 3.432122, 4.012843], [3.557606, 4.959857, 3.875979], [4.525225, 4.990654, 2.388202], [5.032704, 4.005267, 3.740859], [4.861483, 2.690647, 1.195422], [4.436247, 1.186293, -0.642174], [3.021252, 0.122956, -0.652354], [4.421853, -0.246314, 0.382072], [1.770069, -2.583853, -0.879325], [2.737374, -4.051645, -1.140856], [3.495591, -2.476675, -1.299502], [4.497163, -4.685279, 0.415746]],
  "forces_ev_per_angstrom": [[-0.5, 0.0, 0.9], [0.1, 0.0, 0.0], [0.0, 0.0, 0.1], [0.1, 0.1, 0.0], [-0.5, -1.2, -0.1], [0.3, 0.0, 0.1], [0.1, -0.1, -0.1], [0.4, 0.3, -0.2], [0.4, 0.6, -0.1], [0.1, 0.0, -0.1], [-0.2, -0.2, 0.1], [-0.1, -0.1, 0.1], [-0.5, 0.1, 0.5], [0.9, -0.9, -0.8], [-1.0, -0.4, 0.5], [0.9, 0.9, -0.5], [-0.4, 0.5, 0.4], [0.1, -0.6, -0.2], [-0.4, -0.2, 0.2], [0.1, 0.2, -0.2], [-0.3, 0.0, 0.3], [0.4, 0.6, 0.0], [-0.1, -0.1, 0.0], [0.0, 0.0, 0.1], [0.0, 0.0, -0.2], [-0.1, 0.0, -0.1], [-0.1, 0.0, -0.1], [0.0, 0.0, 0.0], [0.1, -0.1, -0.1], [0.1, 0.1, -0.1], [0.1, 0.1, 0.0], [0.1, 0.1, 0.0], [0.1, 0.1, 0.0], [-0.1, 0.0, 0.1], [0.0, 0.0, 0.0], [-0.3, 0.0, -0.4], [0.2, -0.1, 0.5], [-0.2, -0.4, 0.0], [0.1, 0.6, -0.1], [0.7, -0.3, 0.3], [-0.6, -0.5, 0.0], [-0.1, 0.6, -0.3], [0.6, -0.4, 0.2], [-0.6, 0.2, -0.2], [0.0, 0.1, -0.1], [0.1, 0.1, 0.0], [0.0, 0.0, 0.0], [-0.1, 0.0, 0.0], [0.1, 0.0, 0.0], [-0.1, 0.0, -0.1], [-0.1, 0.2, 0.0], [0.2, -0.2, 0.2], [0.0, 0.1, 0.1], [-1.0, 0.5, 0.3], [2.3, -0.7, -0.6], [-0.6, 0.5, -0.9], [0.1, 0.0, 1.4], [-0.1, 0.5, -0.9], [-0.3, -0.1, 0.0], [0.3, 0.0, -0.2], [-0.1, 0.0, 0.1], [0.1, 0.0, -0.1], [-0.1, 0.1, 0.0], [0.1, 0.0, -0.1], [-0.1, 0.3, 0.2], [0.1, -0.4, -0.2], [-0.1, 0.0, 0.1], [0.2, 0.1, -0.2], [-0.3, -0.4, -0.3], [0.3, 0.1, 0.1], [-0.3, 0.2, 0.3], [-0.3, -0.2, -0.1], [0.1, -0.1, -0.1], [0.2, -0.1, -0.1], [-0.2, 0.0, -0.1], [-0.1, 0.3, 0.0], [0.0, 0.0, 0.0], [0.1, 0.0, 0.0], [0.0, -0.1, 0.0], [0.1, -0.1, 0.1], [0.0, 0.0, 0.1], [0.0, 0.1, 0.1], [-0.1, 0.1, 0.0], [-0.3, 0.0, 0.2], [0.1, -0.1, 0.1], [0.0, 0.0, 0.1], [-0.1, 0.0, 0.0], [-0.1, 0.0, 0.0], [-0.1, 0.1, 0.1], [-0.1, 0.0, 0.0], [0.0, 0.0, 0.1], [0.0, 0.1, 0.1], [0.0, 0.1, 0.0], [0.0, 0.1, 0.0], [0.1, 0.0, 0.1], [0.1, 0.0, -0.1], [0.0, 0.0, 0.0], [0.2, 0.0, 0.0], [0.0, -0.1, -0.1], [0.2, -0.2, -0.2], [-0.1, -0.1, -0.1], [0.0, 0.1, -0.1], [0.0, -0.2, -0.1]],
  "total_charge": 2,
  "multiplicity": 6,
  "homo_ev": [-12.08, -12.70],
  "gap_ev": [6.09, 4.37]
}